ORCA calculation (ωB97M-V/def2-TZVPD) on a 10-piece molecular cluster, C54H123F6N2O29S2 overall at a distorted geometry.

## Properties
largest force on an atom: 0.1165 Eh/bohr
charge: -1
HOMO-LUMO gap: 8.66 eV
E_HOMO: -6.91 eV
calculated total energy: -158305.18953 eV

The geometry in XYZ format:
```
216
Properties=species:S:1:pos:R:3:forces:R:3:lowdin_charge:R:1
C 0.0757 -1.6474 -2.7252 -0.89 0.78 -0.69 -0.702
F 0.8260 -2.6245 -2.3450 0.85 -1.83 0.99 0.159
F 0.8928 -0.7431 -3.2462 -0.15 0.99 0.32 0.140
F -0.6964 -2.0701 -3.7512 -0.26 0.00 0.50 0.108
S -1.0763 -1.0534 -1.3208 0.21 0.53 1.02 0.690
O -1.8691 -0.0058 -1.9336 0.69 -1.10 -0.19 -0.317
O -1.7562 -2.2228 -0.7617 1.44 1.25 -1.16 -0.309
N 0.1029 -0.3354 -0.2238 -1.57 -3.49 -3.55 -0.291
S -0.8052 0.5417 0.6288 -2.36 4.09 3.69 0.495
O -0.5355 1.9540 0.4318 0.70 -0.46 0.33 -0.328
O -2.2515 0.3243 0.7869 1.74 -1.08 -0.25 -0.333
C -0.1525 0.1218 2.3950 0.45 0.65 -2.05 -0.653
F 1.1025 0.6276 2.5724 -0.26 -0.97 -0.17 0.082
F -0.8913 0.7301 3.2830 -0.85 0.01 0.85 0.145
F -0.1832 -1.2109 2.5786 0.37 0.62 0.33 0.107
C -8.1269 -1.0736 -1.2466 0.54 0.00 -0.30 -0.096
O -9.3748 -1.0887 -1.8808 -0.34 -1.65 -0.01 -0.208
C -10.0707 0.0926 -1.7096 -0.65 1.09 -1.46 -0.222
C -11.3959 0.1046 -2.5358 -0.25 -0.45 1.13 -0.139
O -12.4344 -0.7774 -2.0603 0.45 0.43 -0.28 -0.149
C -12.0587 -2.1354 -1.8535 1.04 0.84 0.21 -0.209
C -13.2648 -2.9217 -1.5067 -0.61 -0.23 -0.07 -0.210
O -13.7682 -2.4818 -0.2512 -0.15 -0.34 0.13 -0.178
C -14.8652 -1.5834 -0.2806 0.90 0.51 0.07 -0.105
H -8.2366 -1.0545 -0.1623 0.14 0.42 0.12 0.095
H -7.5614 -0.2456 -1.6741 0.25 0.43 0.57 0.090
H -7.5226 -1.9478 -1.4887 -0.50 -0.29 -0.18 0.091
H -9.4318 0.8507 -2.1626 -0.07 0.73 -0.12 0.116
H -10.1950 0.4159 -0.6761 -0.33 -0.41 0.34 0.130
H -11.2166 -0.0351 -3.6018 0.36 -0.56 -0.08 0.120
H -11.8743 1.0830 -2.4913 0.27 0.18 0.33 0.120
H -11.3964 -2.2004 -0.9902 0.17 0.05 0.09 0.124
H -11.4686 -2.4788 -2.7033 -0.25 -0.41 -0.25 0.131
H -13.0104 -3.9782 -1.4207 0.20 -0.06 0.24 0.125
H -13.9922 -2.8899 -2.3178 -0.44 0.34 0.06 0.126
H -14.9479 -1.0984 0.6920 -0.18 -0.69 0.41 0.084
H -15.7765 -2.1136 -0.5570 -0.16 0.32 -0.14 0.086
H -14.6058 -0.7082 -0.8763 -0.38 -0.25 -0.80 0.077
C -3.5707 -5.8434 3.3160 1.48 0.07 -0.62 -0.107
O -3.6020 -7.0360 4.0642 -0.93 -0.63 0.43 -0.171
C -3.4619 -8.2631 3.3816 0.11 0.09 -0.49 -0.207
C -3.7375 -9.4357 4.3224 -0.40 0.35 -0.49 -0.186
O -2.9404 -9.4544 5.4770 -0.17 2.23 -0.13 -0.123
C -2.7403 -10.6840 6.0435 0.51 -1.34 -0.17 -0.217
C -1.5929 -11.4536 5.3791 -0.46 -0.52 0.37 -0.206
O -0.3245 -10.9047 5.6044 0.38 -1.51 0.70 -0.167
C 0.0306 -9.8292 4.8217 -0.34 2.08 0.54 -0.126
H -2.5424 -5.7785 2.9602 0.46 0.87 0.37 0.085
H -3.8962 -5.0103 3.9390 0.38 -0.22 0.14 0.093
H -4.0648 -5.7140 2.3530 -1.13 -0.98 0.03 0.083
H -2.5324 -8.3764 2.8236 0.69 0.31 0.35 0.119
H -4.2072 -8.2995 2.5871 -0.42 -0.25 -0.11 0.121
H -3.6542 -10.4081 3.8371 0.16 0.10 -0.61 0.121
H -4.8059 -9.2951 4.4862 -0.26 -0.25 1.04 0.124
H -3.6750 -11.2439 6.0145 -0.10 -0.53 -0.06 0.124
H -2.4656 -10.6196 7.0963 -0.04 0.58 0.07 0.132
H -1.7475 -11.6497 4.3181 -0.14 0.27 -0.33 0.118
H -1.5937 -12.4343 5.8550 0.17 -0.17 0.06 0.123
H 1.0366 -9.4811 5.0560 0.37 -0.79 -0.28 0.090
H -0.5419 -8.9834 5.2024 -0.40 0.40 -0.69 0.085
H -0.1362 -9.9662 3.7533 0.09 -0.12 -0.12 0.092
C 4.4951 -8.0350 -6.0343 0.06 -1.31 0.64 -0.141
O 4.9259 -6.8374 -6.6103 -0.64 -0.02 -0.23 -0.171
C 4.5226 -5.6511 -5.9251 1.19 0.41 -0.77 -0.167
C 5.2302 -4.4671 -6.6711 0.36 0.02 0.92 -0.131
O 6.6149 -4.2217 -6.2799 -1.40 -0.57 -0.35 -0.153
C 6.7484 -3.6792 -4.9923 0.36 1.01 1.27 -0.210
C 6.4899 -2.1463 -4.8060 1.00 -0.97 -1.95 -0.142
O 7.3963 -1.4517 -5.7231 -1.06 -0.40 -0.30 -0.184
C 7.1830 -1.6125 -7.1423 0.62 0.54 -0.32 -0.114
H 5.1279 -8.8751 -6.3206 0.66 0.39 -0.18 0.083
H 3.5266 -8.4695 -6.2818 -0.70 0.94 -0.58 0.079
H 4.4856 -8.0405 -4.9444 0.28 0.43 0.29 0.082
H 4.8394 -5.7797 -4.8901 0.08 0.43 0.20 0.108
H 3.4482 -5.4672 -5.9165 -0.24 -0.25 -0.27 0.124
H 4.6944 -3.5224 -6.5787 -0.34 -0.02 0.49 0.109
H 5.1870 -4.6566 -7.7437 0.45 -0.37 0.07 0.126
H 7.7909 -3.7898 -4.6938 0.15 -0.23 -0.32 0.125
H 6.1892 -4.2224 -4.2304 -0.38 -0.20 0.00 0.107
H 6.7809 -1.8290 -3.8047 0.07 -0.16 -0.07 0.122
H 5.4393 -1.8893 -4.9411 -0.06 0.27 -0.35 0.111
H 7.7517 -0.8267 -7.6396 -0.16 0.55 0.38 0.078
H 6.1596 -1.5407 -7.5106 -0.36 0.15 0.57 0.083
H 7.5983 -2.4807 -7.6541 0.04 -0.64 0.89 0.075
C 2.2341 3.9601 -2.6379 -2.40 -0.35 -0.39 -0.163
O 3.4995 4.1808 -2.3200 3.44 0.39 0.07 -0.201
C 3.7040 4.7745 -1.0625 2.15 0.35 -1.38 -0.176
C 4.2584 3.7669 -0.0401 -0.96 1.81 0.44 -0.150
O 5.5953 4.2124 0.2720 0.02 -0.96 -0.88 -0.145
C 6.1255 3.6490 1.4535 0.62 0.78 0.31 -0.175
C 7.7056 3.6727 1.5974 -1.53 -0.19 -0.73 -0.191
O 8.3107 4.9346 1.5572 -0.71 1.21 -0.18 -0.178
C 9.6856 4.9211 1.8045 0.43 -0.78 0.36 -0.129
H 1.6971 4.8961 -2.4838 -0.87 -0.03 0.00 0.086
H 1.8793 3.1684 -1.9780 -1.04 -0.24 -0.34 0.101
H 2.1906 3.7255 -3.7014 -0.27 -0.38 0.07 0.091
H 2.9171 5.4961 -0.8429 -0.46 -0.56 0.65 0.126
H 4.5484 5.4038 -1.3435 0.32 0.33 0.78 0.124
H 4.1069 2.7732 -0.4616 0.76 -0.22 0.04 0.134
H 3.6175 3.8506 0.8376 0.19 -0.26 0.51 0.119
H 5.8193 2.6083 1.5601 0.16 -0.25 -0.02 0.119
H 5.6333 4.2149 2.2444 0.31 -0.07 0.67 0.119
H 8.0983 3.0671 0.7807 0.16 -0.30 -0.06 0.123
H 7.9036 3.1877 2.5533 0.14 -0.21 0.19 0.116
H 10.2593 4.4252 1.0215 -0.09 -0.28 -0.30 0.084
H 9.8570 4.3726 2.7307 0.30 -0.11 0.25 0.081
H 10.1522 5.8998 1.9163 -0.73 0.29 -0.05 0.086
C 5.6124 8.5926 6.2400 0.61 -0.56 -0.04 -0.122
O 5.4293 9.3999 5.1413 0.15 0.77 -1.43 -0.209
C 5.7601 8.7339 3.9388 -1.52 1.37 -1.41 -0.185
C 4.8693 9.3112 2.8072 -1.12 -0.27 0.51 -0.141
O 3.4579 9.1072 3.0616 0.48 0.09 0.39 -0.142
C 2.7415 9.8765 4.0193 0.15 0.57 0.21 -0.207
C 1.3983 9.2717 4.2262 -1.19 -1.93 -0.13 -0.171
O 1.3618 8.0566 5.0405 -0.33 2.19 -0.13 -0.173
C 1.8374 6.9233 4.4142 0.15 -1.70 0.23 -0.153
H 5.0561 7.6769 6.0397 -0.67 -0.12 0.98 0.086
H 5.3784 9.2196 7.1003 -0.24 -0.69 0.22 0.100
H 6.6421 8.2370 6.2759 0.47 0.17 0.40 0.084
H 5.4607 7.6859 3.9447 0.56 -0.30 0.44 0.120
H 6.7890 8.9519 3.6524 0.33 -0.59 0.17 0.127
H 4.9610 8.7391 1.8839 0.61 -0.07 0.08 0.125
H 5.0867 10.3507 2.5620 0.00 0.25 0.29 0.119
H 2.5703 10.9015 3.6905 0.07 0.27 -0.59 0.122
H 3.2047 10.0220 4.9953 0.45 -0.53 -0.07 0.121
H 0.9216 8.9553 3.2984 0.35 0.20 -0.59 0.122
H 0.6662 9.9765 4.6204 0.36 0.05 0.63 0.123
H 1.4917 6.6783 3.4100 -0.05 0.91 -0.51 0.092
H 1.4097 6.0768 4.9513 0.27 -0.08 0.48 0.088
H 2.9249 6.8577 4.4491 0.12 -0.03 -0.15 0.073
C 4.6954 -5.4953 9.8601 1.21 0.17 -0.27 -0.124
O 4.0408 -4.3525 9.3656 -0.29 -1.26 0.38 -0.167
C 2.9052 -4.7101 8.5820 1.07 -0.05 -0.05 -0.212
C 2.4586 -3.4259 7.9767 -0.85 1.52 0.70 -0.165
O 2.6451 -2.4300 9.0140 -1.23 -0.17 -1.26 -0.149
C 1.9589 -1.1791 8.9004 0.49 -0.83 1.24 -0.176
C 2.1255 -0.5772 10.2919 1.61 0.68 -0.24 -0.172
O 3.5614 -0.6615 10.5906 -1.07 0.37 -0.70 -0.187
C 4.0306 0.0946 11.6800 -1.38 -0.16 0.22 -0.122
H 4.1499 -6.1521 10.5377 -0.66 0.03 -0.22 0.085
H 5.5820 -5.2084 10.4257 -0.10 0.53 0.09 0.083
H 5.1171 -6.0442 9.0181 -0.23 -0.57 -0.13 0.083
H 2.1538 -5.2670 9.1419 -0.19 0.36 0.47 0.126
H 3.1787 -5.3762 7.7637 0.31 -0.28 -0.17 0.120
H 1.4129 -3.4927 7.6762 -0.28 0.03 0.06 0.123
H 3.0041 -3.1870 7.0637 0.41 0.18 0.11 0.127
H 0.8794 -1.2345 8.7601 -0.22 -0.50 -0.42 0.120
H 2.3866 -0.5595 8.1122 0.15 0.13 0.04 0.128
H 1.4886 -1.0150 11.0605 0.35 -0.91 0.09 0.119
H 1.7226 0.4355 10.2792 0.54 0.64 -0.20 0.115
H 3.9840 1.1731 11.5296 0.19 0.24 -0.39 0.078
H 5.0442 -0.2072 11.9439 -0.16 -0.11 -0.12 0.087
H 3.3198 -0.0981 12.4836 0.34 -0.02 0.75 0.078
C -5.9080 7.6569 -6.3976 1.22 0.22 0.34 -0.126
O -5.2565 6.6478 -5.6712 -0.74 -1.61 1.18 -0.192
C -6.1189 5.6514 -5.0844 1.71 -0.94 0.99 -0.163
C -5.4527 4.7959 -3.9347 0.53 1.96 0.49 -0.134
O -5.1047 5.6362 -2.7936 -0.95 -0.07 -1.22 -0.139
C -4.5756 4.9319 -1.7240 1.18 -0.20 1.77 -0.237
C -4.3950 5.8381 -0.5049 -0.37 0.02 -0.79 -0.206
O -5.6618 6.3610 -0.1269 0.92 1.41 0.69 -0.186
C -5.8077 7.7846 -0.3710 -0.45 -1.59 -1.23 -0.087
H -5.0201 8.2208 -6.6832 -0.47 0.66 -0.38 0.089
H -6.5391 8.2522 -5.7377 -0.27 0.11 -0.14 0.085
H -6.4252 7.3365 -7.3020 -0.23 -0.29 0.06 0.083
H -6.2839 4.8733 -5.8297 -0.74 0.15 -0.31 0.116
H -7.0207 6.0535 -4.6226 -0.19 0.32 -0.45 0.120
H -4.5359 4.2921 -4.2407 -0.02 -0.09 -0.37 0.122
H -6.1775 4.0582 -3.5901 -0.18 -0.15 -0.20 0.119
H -3.5470 4.6191 -1.9033 0.16 -0.57 -0.52 0.128
H -5.1381 4.0731 -1.3576 -0.48 -0.25 -0.59 0.129
H -3.6213 6.5455 -0.8031 -0.41 0.92 0.06 0.118
H -3.9363 5.3384 0.3484 -0.25 -0.56 -0.08 0.127
H -5.8585 7.8552 -1.4576 -0.34 0.39 -0.22 0.073
H -4.9765 8.4410 -0.1136 0.06 -0.29 0.84 0.080
H -6.7762 8.0304 0.0645 0.31 0.39 0.10 0.083
C -5.3481 0.3940 -8.0288 0.55 -0.17 0.41 -0.112
O -4.3938 1.4796 -8.1289 -1.01 -0.90 -0.11 -0.195
C -3.0717 1.0943 -7.6823 -1.19 1.33 -1.61 -0.167
C -2.1193 2.2755 -7.9564 0.17 0.03 -0.22 -0.182
O -1.7382 2.4328 -9.3455 1.31 -0.66 -0.29 -0.147
C -0.3265 2.8662 -9.5370 -1.99 0.25 1.74 -0.157
C 0.6218 1.7721 -9.1657 0.64 -0.48 -1.80 -0.227
O 1.9489 2.2363 -9.4291 0.67 0.78 1.84 -0.192
C 2.6151 2.8711 -8.2930 -0.10 -0.80 -0.49 -0.075
H -5.1282 -0.5126 -8.5925 1.11 -0.10 -0.13 0.075
H -6.3522 0.5416 -8.4264 0.10 1.39 0.16 0.077
H -5.4318 0.0980 -6.9831 -0.14 -0.05 0.15 0.081
H -2.8207 0.2405 -8.3116 0.63 -0.21 0.29 0.124
H -3.0842 0.8512 -6.6198 0.07 -0.08 0.09 0.125
H -1.3143 2.0819 -7.2475 0.73 0.04 -0.41 0.108
H -2.4806 3.2659 -7.6793 -0.73 -0.23 0.41 0.128
H -0.2466 3.7329 -8.8808 0.50 0.20 0.13 0.117
H -0.0716 3.2112 -10.5391 -0.80 -0.26 -0.16 0.129
H 0.5403 1.0204 -9.9508 -0.43 -0.35 0.13 0.127
H 0.3876 1.2625 -8.2310 0.59 0.36 0.37 0.122
H 3.1409 2.1117 -7.7143 -0.16 -0.21 0.15 0.079
H 1.9379 3.4027 -7.6246 -0.21 0.04 -0.17 0.081
H 3.4004 3.5488 -8.6279 -0.32 0.09 -0.41 0.081
C 5.5749 -4.1694 0.5080 0.35 -0.98 -0.18 -0.075
C 4.1699 -3.7839 0.1208 -0.51 -0.96 1.29 -0.457
C 3.0618 -4.2260 1.1774 1.71 -0.22 -0.42 -0.159
O 3.1684 -5.6221 1.5421 -0.56 0.24 -0.74 -0.188
C 2.5885 -6.5452 0.6134 -0.40 0.30 0.00 -0.112
N 4.2035 -2.3569 -0.0494 -1.36 0.71 -0.35 0.038
H 5.7741 -5.2199 0.2961 -0.07 -0.16 0.39 0.072
H 5.7723 -3.9597 1.5592 0.02 -0.04 0.07 0.083
H 6.3036 -3.6335 -0.1003 -0.14 0.27 0.00 0.073
H 3.8635 -4.3176 -0.7789 0.26 0.44 -0.53 0.123
H 2.0823 -3.9185 0.8111 -0.28 -0.38 -0.16 0.118
H 3.2464 -3.6355 2.0748 0.03 -0.24 0.30 0.119
H 2.9987 -6.5344 -0.3964 0.61 0.20 0.01 0.075
H 1.5247 -6.3792 0.4437 -0.29 0.38 0.31 0.080
H 2.6544 -7.5663 0.9892 0.38 0.19 0.30 0.081
H 4.5268 -1.8972 0.7898 0.67 -0.20 0.33 0.073
H 3.2377 -2.0632 -0.0171 -0.51 0.52 -0.67 0.061
```
Positions in Å, forces in eV/Å.